No. 1
{"formula": "C14H30FInNO2", "method": "ωB97M-V/def2-TZVPD", "de_lowest_kcal_mol": 167.7, "total_charge": -1, "spin_multiplicity": 1, "total_energy_ha": -1046.341710, "homo_lumo_gap_ev": 6.986, "symbols": ["In", "F", "O", "O", "N", "C", "C", "C", "C", "C", "C", "C", "C", "C", "C", "C", "C", "C", "C", "H", "H", "H", "H", "H", "H", "H", "H", "H", "H", "H", "H", "H", "H", "H", "H", "H", "H", "H", "H", "H", "H", "H", "H", "H", "H", "H", "H", "H", "H"], "positions_angstrom": [[-1.784, -0.534, -1.133], [-3.683, 0.848, 0.815], [-1.794, -4.424, -0.973], [-3.679, -2.842, -0.542], [-1.362, 2.487, -1.512], [-2.428, -3.551, -0.142], [5.591, 1.029, 1.582], [2.211, -0.446, -0.082], [1.496, -0.705, -1.570], [0.179, -1.652, -1.277], [-0.799, 0.553, 3.090], [3.978, 1.009, 1.244], [-2.361, 0.130, 0.956], [3.634, 0.373, -0.253], [-1.338, 1.206, 1.651], [-1.802, 1.367, -2.431], [-1.948, 3.828, -1.895], [-3.412, -2.038, -1.781], [-1.726, -3.390, 1.361], [5.799, 0.504, 2.632], [3.531, 1.192, -1.090], [0.411, -2.373, -0.364], [-2.892, 1.578, -2.851], [1.441, 0.072, 0.635], [-1.423, 4.632, -1.187], [-0.468, 1.583, 0.962], [0.085, -2.373, -2.223], [-2.571, -0.753, 1.706], [1.201, 0.322, -2.074], [-0.190, 1.374, 3.705], [4.442, -0.432, -0.561], [-3.100, 3.812, -1.592], [3.442, 2.051, 1.433], [-2.569, -3.481, 2.191], [6.029, 2.132, 1.703], [-1.865, 4.089, -3.033], [-0.905, -4.236, 1.551], [-1.120, -2.366, 1.451], [6.160, 0.421, 0.744], [-1.099, 1.233, -3.386], [-0.329, 2.516, -1.367], [-2.962, -2.764, -2.616], [-1.977, 2.160, 1.978], [-4.368, -1.512, -2.203], [3.489, 0.261, 2.032], [-1.731, 0.264, 3.757], [-0.106, -0.381, 2.919], [2.253, -1.230, -2.299], [2.417, -1.542, 0.342]]}

No. 2
{"formula": "C14H30O7S2", "method": "ωB97M-V/def2-TZVPD", "spin_multiplicity": 1, "total_energy_ha": -1874.414116, "homo_lumo_gap_ev": 9.899, "symbols": ["S", "S", "O", "O", "O", "O", "O", "O", "O", "C", "C", "C", "C", "C", "C", "C", "C", "C", "C", "C", "C", "C", "C", "H", "H", "H", "H", "H", "H", "H", "H", "H", "H", "H", "H", "H", "H", "H", "H", "H", "H", "H", "H", "H", "H", "H", "H", "H", "H", "H", "H", "H", "H"], "positions_angstrom": [[3.555, 0.577, -2.843], [-0.292, -3.056, 1.519], [1.080, -2.211, 1.446], [2.133, 0.812, -2.476], [-0.339, 0.943, 4.503], [-0.837, 3.061, 3.989], [0.111, -4.332, 2.052], [-3.817, -2.770, -1.196], [-0.507, -3.318, -0.083], [-1.441, -2.459, -0.753], [-2.515, 1.790, 5.040], [0.632, 3.028, 2.039], [4.062, 1.975, -3.850], [2.026, 1.356, 0.700], [-4.896, -2.801, -3.417], [3.525, -0.624, -4.178], [-4.338, -1.975, -2.248], [2.049, 2.602, 1.598], [-2.521, -3.295, -1.450], [0.513, 3.260, 3.542], [1.984, 0.034, 1.495], [-1.117, 1.854, 4.509], [0.942, -0.888, 0.891], [3.192, -1.570, -3.756], [-2.821, 2.734, 5.485], [-2.342, -3.315, -2.531], [1.128, 1.405, 0.072], [-5.972, -2.660, -3.525], [-0.098, 2.268, 1.746], [0.356, 3.947, 1.515], [1.067, -0.949, -0.194], [1.180, 2.593, 4.088], [0.757, 4.290, 3.810], [-5.127, -1.371, -1.795], [-2.488, -4.315, -1.064], [-2.582, 0.973, 5.756], [-3.188, 1.569, 4.207], [2.648, 2.382, 2.488], [-3.571, -1.275, -2.606], [1.702, 0.239, 2.532], [2.858, 1.346, -0.003], [5.052, 1.785, -4.265], [2.544, 3.420, 1.070], [-1.943, -1.788, -0.048], [4.097, 2.848, -3.201], [3.330, 2.129, -4.642], [-4.413, -2.554, -4.364], [4.527, -0.739, -4.592], [2.824, -0.287, -4.940], [-4.726, -3.862, -3.219], [-0.057, -0.493, 1.120], [2.954, -0.466, 1.490], [-0.881, -1.849, -1.466]]}

No. 3
{"formula": "C14H31As3F3INO4PdS", "method": "ωB97M-V/def2-TZVPD", "de_lowest_kcal_mol": 0.0, "total_charge": -1, "spin_multiplicity": 1, "total_energy_ha": -8738.548691, "homo_lumo_gap_ev": 6.469, "symbols": ["I", "Pd", "As", "As", "As", "S", "F", "F", "F", "O", "O", "O", "O", "N", "C", "C", "C", "C", "C", "C", "C", "C", "C", "C", "C", "C", "C", "C", "H", "H", "H", "H", "H", "H", "H", "H", "H", "H", "H", "H", "H", "H", "H", "H", "H", "H", "H", "H", "H", "H", "H", "H", "H", "H", "H", "H", "H", "H", "H"], "positions_angstrom": [[-0.963, 3.571, -5.140], [-0.990, -1.830, -1.772], [2.326, -0.026, 4.040], [-0.906, -1.496, 1.454], [1.230, -1.483, -1.303], [-4.065, -1.414, -3.151], [-4.180, -1.381, -5.778], [-3.315, -3.188, -4.958], [-2.165, -1.353, -4.990], [-5.391, -1.964, -3.160], [0.139, 2.701, -1.971], [-3.145, -2.087, -2.226], [-3.974, 0.034, -3.137], [-1.648, 1.301, -2.070], [-0.177, 0.346, 1.303], [0.848, 1.135, 4.622], [1.339, 0.503, 1.098], [-1.167, -1.550, 3.418], [1.695, 1.992, 1.240], [1.773, 0.147, -0.340], [3.697, 1.384, 3.989], [2.270, -2.869, -0.398], [-1.791, 3.429, -3.179], [-3.388, -1.859, -4.806], [-2.760, -0.987, 1.075], [2.135, -0.360, 2.091], [-0.992, 2.434, -2.355], [2.429, -1.171, -2.816], [-3.419, -1.819, 1.322], [-0.215, -1.662, 3.940], [2.366, -3.717, -1.076], [1.400, 0.935, -1.003], [-1.702, 4.419, -2.745], [1.736, -3.196, 0.493], [3.950, 1.661, 5.013], [-3.037, -0.113, 1.668], [1.103, 1.450, 5.635], [4.594, 0.991, 3.510], [-2.830, 3.144, -3.304], [1.789, -1.394, 2.021], [2.092, -0.277, -3.340], [2.868, 0.181, -0.392], [-2.529, 1.057, -2.514], [-1.778, -2.424, 3.645], [-1.684, -0.658, 3.779], [-2.871, -0.769, 0.014], [1.153, 2.569, 0.488], [3.261, -2.502, -0.126], [1.440, 2.383, 2.224], [3.363, 2.269, 3.450], [2.765, 2.150, 1.075], [-1.134, 0.507, -1.684], [-0.698, 0.809, 0.462], [-0.489, 0.889, 2.200], [0.708, 2.020, 4.005], [3.460, -1.033, -2.484], [2.368, -2.017, -3.498], [3.186, -0.383, 1.779], [-0.081, 0.574, 4.665]]}

No. 4
{"formula": "C14H31AsN2O4OsS5SbSi3", "method": "ωB97M-V/def2-TZVPD", "de_lowest_kcal_mol": 20.1, "s2": 0.761, "total_charge": -2, "spin_multiplicity": 2, "total_energy_ha": -6388.753295, "homo_lumo_gap_ev": [6.028, 5.798], "symbols": ["Os", "Sb", "As", "S", "S", "S", "S", "S", "Si", "Si", "Si", "O", "O", "O", "O", "N", "N", "C", "C", "C", "C", "C", "C", "C", "C", "C", "C", "C", "C", "C", "C", "H", "H", "H", "H", "H", "H", "H", "H", "H", "H", "H", "H", "H", "H", "H", "H", "H", "H", "H", "H", "H", "H", "H", "H", "H", "H", "H", "H", "H", "H", "H"], "positions_angstrom": [[-1.183, 0.870, 0.288], [2.845, -0.033, 0.473], [-1.538, 3.761, 0.024], [0.479, 2.286, 0.467], [-2.235, 5.724, -0.269], [-3.005, -0.743, 0.378], [-1.918, 2.189, -1.478], [-2.383, 2.475, 1.595], [4.292, 1.312, 2.086], [4.252, -2.150, 0.236], [3.562, 0.996, -1.750], [0.633, -2.173, -2.189], [-0.075, -0.440, -1.149], [-0.579, -0.318, 1.976], [0.193, -2.316, -0.087], [-1.174, -1.475, 2.174], [0.174, -1.690, -1.149], [3.525, 2.872, -1.749], [5.319, 0.506, -2.267], [6.146, -2.162, 0.233], [3.751, -3.224, 1.710], [3.651, 0.836, 3.794], [-2.877, -3.069, 1.832], [6.161, 1.028, 2.123], [-0.580, -2.304, 3.057], [-2.293, -3.918, 2.737], [4.017, 3.158, 1.857], [2.347, 0.363, -3.022], [-2.315, -1.820, 1.515], [-1.108, -3.527, 3.366], [3.706, -3.047, -1.326], [4.338, 3.292, -1.153], [5.380, -0.552, -2.533], [3.641, 3.224, -2.779], [1.330, 0.627, -2.720], [4.151, -4.047, -1.351], [2.618, -3.147, -1.361], [2.578, 3.244, -1.357], [0.335, -1.904, 3.468], [-2.737, -4.882, 2.948], [4.655, 3.561, 1.067], [4.176, 1.377, 4.587], [6.618, 1.144, 1.138], [6.038, 0.694, -1.466], [-3.784, -3.340, 1.309], [4.100, -4.255, 1.596], [2.664, -3.237, 1.813], [6.621, 1.751, 2.805], [-0.594, -4.162, 4.073], [2.584, 1.064, 3.860], [4.017, -2.516, -2.229], [6.560, -1.652, -0.639], [6.397, 0.027, 2.489], [6.483, -3.204, 0.211], [3.774, -0.236, 3.968], [5.619, 1.093, -3.141], [2.977, 3.365, 1.598], [4.174, -2.824, 2.637], [6.559, -1.693, 1.126], [2.550, 0.797, -4.006], [2.376, -0.726, -3.103], [4.254, 3.684, 2.787]]}

No. 5
{"formula": "C14H31O3P", "method": "ωB97M-V/def2-TZVPD", "de_lowest_kcal_mol": 6.3, "smiles": "CCCCOCP(=O)(CCCC)COCCCC", "spin_multiplicity": 1, "total_energy_ha": -1119.108660, "homo_lumo_gap_ev": 9.893, "symbols": ["P", "O", "O", "O", "C", "C", "C", "C", "C", "C", "C", "C", "C", "C", "C", "C", "C", "C", "H", "H", "H", "H", "H", "H", "H", "H", "H", "H", "H", "H", "H", "H", "H", "H", "H", "H", "H", "H", "H", "H", "H", "H", "H", "H", "H", "H", "H", "H", "H"], "positions_angstrom": [[-0.221, 0.412, -0.812], [-2.842, 1.235, -1.289], [1.927, -1.190, -1.483], [0.223, 1.760, -0.424], [-0.982, -4.531, 1.162], [-3.385, 0.921, -0.018], [-2.759, 2.310, 3.554], [-0.277, -0.764, 0.604], [0.901, -0.426, -2.062], [-3.322, 1.405, 2.466], [-0.631, -3.088, 1.501], [3.285, 0.424, -0.195], [3.188, -0.560, -1.359], [-2.844, 1.834, 1.082], [-0.646, -2.198, 0.258], [5.819, 0.319, 0.075], [4.602, 1.199, -0.188], [-1.844, 0.389, -1.757], [-3.171, 2.854, 0.875], [6.714, 0.931, 0.161], [4.543, 1.964, 0.589], [-3.096, 1.987, 4.536], [-3.014, 0.373, 2.658], [-1.754, 1.833, 1.042], [0.304, -1.112, -2.672], [5.972, -0.391, -0.734], [-0.271, -4.937, 0.447], [2.459, 1.134, -0.269], [-1.344, -2.702, 2.234], [-1.978, -4.592, 0.727], [4.724, 1.712, -1.145], [0.362, -3.053, 1.954], [-0.961, -5.150, 2.056], [1.302, 0.361, -2.714], [0.735, -0.722, 1.020], [-0.953, -0.346, 1.354], [5.694, -0.236, 1.002], [-3.194, -0.132, 0.226], [-1.672, 2.292, 3.537], [3.437, -0.046, -2.299], [0.070, -2.584, -0.469], [3.179, -0.123, 0.745], [-1.593, 0.759, -2.758], [-2.202, -0.648, -1.847], [-3.084, 3.336, 3.399], [3.885, -1.390, -1.218], [-4.414, 1.431, 2.496], [-1.641, -2.235, -0.191], [-4.469, 1.057, -0.110]]}

No. 6
{"formula": "C14H31O3P", "method": "ωB97M-V/def2-TZVPD", "de_lowest_kcal_mol": 1.7, "smiles": "CCCCOCP(=O)(CCCC)COCCCC", "spin_multiplicity": 1, "total_energy_ha": -1119.115958, "homo_lumo_gap_ev": 10.198, "symbols": ["P", "O", "O", "O", "C", "C", "C", "C", "C", "C", "C", "C", "C", "C", "C", "C", "C", "C", "H", "H", "H", "H", "H", "H", "H", "H", "H", "H", "H", "H", "H", "H", "H", "H", "H", "H", "H", "H", "H", "H", "H", "H", "H", "H", "H", "H", "H", "H", "H"], "positions_angstrom": [[0.902, -0.359, 0.649], [-0.861, -2.064, 1.457], [0.656, 1.979, 1.927], [0.421, -0.111, -0.717], [-3.016, -1.027, -0.470], [2.924, -1.930, -0.433], [-2.941, -2.396, 0.202], [-0.027, 3.130, -0.153], [-2.066, 2.567, -1.520], [0.570, 3.220, 1.250], [-0.462, -0.770, 1.835], [3.892, -0.760, -0.573], [1.684, 1.118, 1.495], [-3.762, -1.102, -1.797], [4.812, -0.924, -1.775], [2.046, -1.798, 0.801], [-2.244, -2.363, 1.563], [-1.517, 2.804, -0.121], [-4.781, -1.454, -1.647], [1.392, -2.667, 0.895], [2.279, -1.961, -1.313], [5.485, -0.073, -1.863], [-2.305, -3.358, 2.023], [-1.557, 1.724, -1.978], [-1.256, -0.028, 1.705], [4.229, -0.997, -2.690], [-1.660, 1.904, 0.479], [3.483, -2.869, -0.386], [-3.132, 2.351, -1.481], [5.412, -1.826, -1.677], [1.567, 3.682, 1.206], [2.236, 0.783, 2.381], [-1.915, 3.446, -2.145], [-3.528, -0.323, 0.192], [-2.393, -3.083, -0.445], [-0.069, 3.835, 1.891], [0.136, 4.082, -0.662], [-3.258, -1.786, -2.476], [-2.059, 3.621, 0.362], [2.642, -1.709, 1.710], [4.491, -0.668, 0.337], [-2.005, -0.661, -0.649], [-3.949, -2.794, 0.347], [-2.739, -1.646, 2.228], [-3.801, -0.122, -2.267], [-0.129, -0.748, 2.881], [0.491, 2.348, -0.712], [2.380, 1.627, 0.822], [3.305, 0.154, -0.687]]}